{
  "formula": "C5H11N2O",
  "method": "ωB97M-V/def2-TZVPD",
  "total_charge": 1,
  "spin_multiplicity": 1,
  "e_above_lowest_kcal_mol": 44.77,
  "e_lumo_ev": -3.64,
  "smiles": "C=C(N)C[C@H]([NH3+])C=O",
  "e_homo_ha": -0.4622,
  "orbital_gap_ev": 8.93,
  "elements": ["C", "C", "N", "C", "C", "N", "C", "O", "H", "H", "H", "H", "H", "H", "H", "H", "H", "H", "H"],
  "xyz": [[0.077, -2.334, -0.690], [-0.337, -1.444, 0.192], [-0.242, -1.541, 1.595], [-0.831, -0.087, -0.265], [0.192, 0.962, 0.129], [-0.291, 2.366, -0.149], [1.571, 0.816, -0.510], [1.959, 1.627, -1.298], [-0.004, -2.216, -1.766], [0.494, -3.303, -0.453], [0.054, -2.463, 1.892], [-1.145, -1.358, 2.017], [-1.818, 0.107, 0.151], [-0.972, -0.104, -1.355], [0.331, 0.898, 1.209], [-0.650, 2.515, -1.093], [0.508, 3.001, -0.020], [-1.000, 2.615, 0.543], [2.104, -0.054, -0.131]],
  "lowdin_charge": [0.068, -0.440, 0.094, -0.112, -0.248, 0.235, -0.170, 0.116, 0.076, 0.074, 0.102, 0.101, 0.130, 0.137, 0.155, 0.180, 0.175, 0.180, 0.146]
}


{
  "formula": "C4H10NO",
  "method": "ωB97M-V/def2-TZVPD",
  "total_charge": 1,
  "spin_multiplicity": 1,
  "e_above_lowest_kcal_mol": 47.02,
  "e_lumo_ev": -5.17,
  "smiles": "C=[N+](C)[C@@H](C)O",
  "e_homo_ha": -0.5743,
  "orbital_gap_ev": 10.46,
  "elements": ["C", "N", "C", "C", "C", "O", "H", "H", "H", "H", "H", "H", "H", "H", "H", "H"],
  "xyz": [[1.692, 0.275, 0.961], [0.660, -0.293, 0.357], [0.816, -1.443, -0.548], [-0.714, 0.354, 0.477], [-0.979, 1.162, -0.748], [-1.616, -0.718, 0.621], [1.659, 1.064, 1.745], [2.716, -0.017, 0.912], [0.162, -2.159, -0.257], [1.805, -1.769, -0.417], [0.522, -1.022, -1.458], [-0.830, 0.873, 1.399], [-2.110, 1.322, -0.700], [-0.812, 0.547, -1.737], [-0.541, 2.128, -1.002], [-2.430, -0.304, 0.396]],
  "lowdin_charge": [0.227, -0.059, 0.068, -0.375, -0.009, 0.033, 0.140, 0.111, 0.080, 0.103, 0.090, 0.151, 0.122, 0.131, 0.096, 0.090]
}


{
  "formula": "CH12NO4",
  "method": "ωB97M-V/def2-TZVPD",
  "total_charge": 1,
  "spin_multiplicity": 1,
  "e_above_lowest_kcal_mol": 49.38,
  "e_lumo_ev": -4.74,
  "e_homo_ha": -0.5303,
  "orbital_gap_ev": 9.69,
  "elements": ["C", "N", "H", "H", "H", "H", "H", "H", "O", "H", "H", "O", "H", "H", "O", "H", "H", "O"],
  "xyz": [[-0.539, -0.158, 1.525], [0.144, -0.235, 0.446], [0.065, 0.029, 2.370], [-1.563, 0.248, 1.528], [-0.217, 0.235, -0.438], [0.847, -0.900, 0.700], [0.230, -0.341, -5.950], [0.839, 1.060, -5.207], [0.490, 0.121, -5.144], [-0.335, 0.662, -2.746], [0.820, 1.507, -1.888], [-0.051, 0.956, -1.801], [2.947, -2.392, 0.357], [3.098, -2.008, 1.805], [2.598, -1.797, 1.036], [-3.055, 1.750, 4.205], [-3.270, 0.512, 5.031], [-3.048, 0.751, 4.173]],
  "lowdin_charge": [0.144, 0.176, 0.113, 0.123, 0.083, 0.080, 0.045, 0.077, -0.091, 0.116, 0.139, -0.100, 0.071, 0.043, -0.030, 0.076, -0.007, -0.058]
}


{
  "formula": "C6H12O",
  "method": "ωB97M-V/def2-TZVPD",
  "total_charge": 1,
  "spin_multiplicity": 2,
  "e_above_lowest_kcal_mol": 13.62,
  "e_lumo_ev": [-5.14, -7.99],
  "e_homo_ha": [-0.5473, -0.5526],
  "orbital_gap_ev": [9.76, 7.05],
  "elements": ["C", "C", "C", "C", "C", "C", "H", "H", "H", "H", "H", "H", "H", "H", "H", "H", "H", "H", "O"],
  "xyz": [[-0.133, 0.108, -2.406], [0.684, 0.115, -1.191], [1.827, 0.898, -1.068], [-0.114, -1.047, 2.352], [0.487, -0.358, 1.194], [0.297, -0.733, -0.103], [0.141, -0.657, -3.148], [-1.184, -0.095, -2.253], [-0.085, 1.036, -2.964], [2.137, 1.535, -1.875], [2.458, 0.838, -0.186], [0.632, -1.072, 3.146], [-0.477, -2.029, 2.067], [-1.021, -0.583, 2.736], [1.099, 0.497, 1.427], [-0.254, -1.624, -0.382], [-2.471, 0.990, 1.609], [-1.570, 0.973, 0.375], [-2.454, 1.209, 0.670]],
  "mulliken_spin": [0.011, 0.081, 0.428, 0.018, 0.226, 0.118, 0.012, -0.002, 0.003, 0.021, 0.029, 0.014, 0.003, 0.025, 0.005, 0.004, 0.001, 0.000, 0.004]
}